Formula: C43H62ClMgN3O3S2
Source: the Open Molecules 2025 dataset
Level of theory: ωB97M-V with the def2-TZVPD basis set

Values from the calculation:
* HOMO energy (spin up / spin down): -0.2445 / -0.2443 Ha
* net charge: 0

Cartesian coordinates (Å):
Mg 0.32430 -0.27800 0.25670
C 1.86460 3.28720 6.62580
C 2.90900 2.63870 5.70570
C 4.09340 3.59520 5.50620
C 3.44340 1.38430 6.40660
C 2.24370 2.32810 4.37410
C 2.11990 1.05290 3.89700
C 1.41500 0.79740 2.70090
N 1.18020 -0.37080 2.13700
C 1.70070 -1.57200 2.34280
C 2.92140 -1.88540 2.96350
C 3.29210 -3.19020 3.15090
C 2.33780 -4.18500 2.85300
C 1.15190 -3.94270 2.20370
C 0.87500 -2.60600 1.76170
O -0.05790 -2.26840 0.96550
C 0.06170 -5.00110 2.09720
C -1.09920 -4.48760 2.96680
C 0.51760 -6.36280 2.62360
C -0.43540 -5.18100 0.66050
C 4.68260 -3.50240 3.67450
C 5.69040 -2.91520 2.67490
C 4.95950 -5.00230 3.79300
C 4.87120 -2.86370 5.05740
C 0.75110 1.87380 1.97870
O 0.08310 1.56820 0.95440
C 0.93150 3.20930 2.47940
C 1.66660 3.38580 3.62290
C 0.24090 4.34910 1.74610
C 0.80520 4.42190 0.32030
C 0.44570 5.69970 2.44000
C -1.26690 4.05670 1.68780
H 2.29410 3.46720 7.60880
H 1.00620 2.62690 6.73620
H 1.52110 4.23480 6.22100
H 4.52900 3.83540 6.47430
H 3.78870 4.52370 5.03080
H 4.85990 3.12720 4.89120
H 3.92470 1.67540 7.33810
H 4.18450 0.87650 5.79330
H 2.63880 0.69270 6.64950
H 2.46210 0.20740 4.47070
H 3.58930 -1.07820 3.22110
H 2.56790 -5.19530 3.14300
H -0.75510 -4.33110 3.98730
H -1.92130 -5.20030 2.97430
H -1.46660 -3.53580 2.58680
H 0.81190 -6.29770 3.66720
H 1.34920 -6.74850 2.03890
H -0.30200 -7.07420 2.55080
H -0.97190 -4.28730 0.36190
H -1.11740 -6.02850 0.61130
H 0.39810 -5.35510 -0.01810
H 5.42420 -3.20380 1.65960
H 6.68880 -3.29040 2.88530
H 5.71680 -1.82990 2.72110
H 4.87140 -5.48480 2.82260
H 4.28260 -5.47610 4.49940
H 5.97610 -5.15030 4.15300
H 4.75220 -1.78410 5.01740
H 5.86460 -3.08250 5.44060
H 4.13770 -3.25900 5.75870
H 1.79040 4.38350 4.01180
H 1.87220 4.63950 0.34270
H 0.29780 5.20180 -0.24310
H 0.64730 3.47600 -0.19110
H 1.49720 5.97790 2.45200
H 0.06730 5.67790 3.46020
H -0.10030 6.46670 1.89620
H -1.45280 3.17890 1.07530
H -1.79630 4.90040 1.24970
H -1.65570 3.87850 2.68970
C -3.43720 4.40550 -3.93910
O -2.52810 3.87290 -3.00220
C -2.44000 2.55550 -2.79430
S -3.47300 1.45770 -3.52780
S -1.22140 2.14410 -1.72380
H -3.87070 5.30000 -3.49090
H -4.22560 3.68810 -4.18910
H -2.89730 4.68040 -4.85030
Cl 3.96210 -4.88780 -3.59240
C 3.49590 -3.44000 -2.75160
C 3.65610 -3.35860 -1.37480
C 3.27150 -2.21360 -0.71220
C 2.71260 -1.11690 -1.39410
C 2.27510 0.06140 -0.68900
C 2.62460 -1.21610 -2.79360
C 2.99820 -2.36130 -3.46850
H 4.09100 -4.18990 -0.83750
H 3.39860 -2.15210 0.35820
H 2.11760 0.91640 -1.33340
H 2.92420 0.32150 0.14140
H 2.28080 -0.35960 -3.35720
H 2.92540 -2.42140 -4.54440
C -1.93290 -1.40450 -4.15320
C -0.82610 -0.74780 -3.30440
N -0.81720 -1.31540 -1.96940
C -2.13360 -1.18120 -1.37350
C -3.17620 -1.99520 -2.17080
N -2.49500 -2.53310 -3.37170
C -1.42330 -3.47460 -2.97120
C -0.43830 -2.70590 -2.05570
H -1.57180 -1.77140 -5.11570
H -2.73600 -0.67710 -4.32110
H -1.00770 0.32600 -3.20740
H 0.15580 -0.89700 -3.74860
H -2.38760 -0.11910 -1.38670
H -2.08270 -1.52150 -0.33970
H -3.99540 -1.35370 -2.50520
H -3.58140 -2.83210 -1.59820
H -3.18100 -3.02050 -3.95040
H -0.94080 -3.85100 -3.87580
H -1.87600 -4.32000 -2.44910
H 0.57500 -2.76360 -2.45280
H -0.42540 -3.11000 -1.04650

Formula: C43H62FN2O3SSi5TeTl
Source: the Open Molecules 2025 dataset
Level of theory: ωB97M-V with the def2-TZVPD basis set

Values from the calculation:
* energy relative to the best compared isomer or geometry (same formula, charge and spin): 22.28 kcal/mol
* HOMO energy: -0.0769 Ha
* net charge: -2

Cartesian coordinates (Å):
Tl -0.54890 0.65822 1.78935
N 1.32387 -1.98831 1.55265
C 1.17428 -2.47667 2.84212
C 2.29964 -2.79478 3.60722
C 2.17748 -3.26825 4.90343
C 0.91656 -3.45190 5.45352
C -0.20014 -3.14067 4.68579
C -0.10357 -2.64309 3.38983
C -1.37187 -2.37425 2.63500
C -2.24326 -3.46207 2.51194
C -3.50407 -3.33278 1.95077
C -3.92947 -2.08261 1.53480
C -3.06706 -0.99804 1.63754
C -1.77831 -1.11741 2.16204
H 2.26102 -1.99596 1.18787
H 0.61277 -2.21227 0.86464
H 3.28334 -2.66588 3.16334
H 3.06775 -3.49937 5.47740
H 0.79996 -3.82110 6.46488
H -1.19074 -3.25136 5.11179
H -1.90457 -4.43305 2.85715
H -4.13981 -4.20347 1.83337
H -4.91746 -1.94666 1.10848
H -3.40277 -0.03647 1.27603
C -0.09100 -4.92953 -2.76670
Si 1.06697 -3.56239 -3.33054
C 1.81989 -4.12984 -4.96434
C 2.48773 -3.49235 -2.10309
Si -0.10217 -1.55449 -3.39033
Te -0.97566 -0.98382 -1.18501
Si 1.22996 -0.04120 -4.54414
C 1.40739 -0.51031 -6.36336
C 2.97196 0.04802 -3.84887
C 0.53322 1.69925 -4.50334
Si -1.96517 -1.94719 -4.74773
C -1.65181 -2.93468 -6.32901
C -3.27859 -2.89044 -3.80228
C -2.72256 -0.30732 -5.27382
H 0.45794 -5.83819 -2.49603
H -0.80560 -5.18151 -3.55940
H -0.66912 -4.59641 -1.89691
H 2.21936 -5.14412 -4.86073
H 2.63881 -3.47134 -5.27375
H 1.07942 -4.13206 -5.77060
H 2.98053 -4.46660 -2.01245
H 2.12024 -3.19718 -1.11363
H 3.23638 -2.75361 -2.40950
H 1.77633 -1.53454 -6.48217
H 2.10367 0.16823 -6.86738
H 0.44060 -0.45212 -6.87595
H 3.49919 -0.90390 -3.97582
H 2.94551 0.27423 -2.77837
H 3.54921 0.83134 -4.35101
H -0.52346 1.70688 -4.78991
H 1.08293 2.35834 -5.18369
H 0.59294 2.11138 -3.49098
H -1.28021 -3.93867 -6.09622
H -0.90819 -2.45008 -6.97148
H -2.58183 -3.03983 -6.89810
H -2.94970 -3.91110 -3.57839
H -4.21010 -2.94106 -4.37744
H -3.47529 -2.39980 -2.84406
H -2.08884 0.20640 -6.00595
H -2.82988 0.35139 -4.40417
H -3.71311 -0.45266 -5.71843
C -2.48765 4.90464 0.11442
Si -2.27658 3.05363 -0.19418
C -0.67770 2.97171 -1.15411
C -3.61234 2.51538 -1.41476
N -2.28419 2.13718 1.25979
C -3.30968 2.28360 2.18040
C -4.53202 2.93716 1.87321
C -5.55111 3.08843 2.80319
C -5.42676 2.58762 4.09168
C -4.24925 1.91817 4.41461
C -3.22868 1.76479 3.49451
H -2.17805 5.45889 -0.77921
H -1.83949 5.20805 0.94526
H -3.50767 5.20343 0.36757
H -0.88902 3.35969 -2.15748
H -0.28653 1.95587 -1.26169
H 0.10261 3.59207 -0.70315
H -3.30773 2.74588 -2.44154
H -4.57989 2.99533 -1.23549
H -3.75406 1.43109 -1.34344
H -4.68683 3.31845 0.87437
H -6.46286 3.59718 2.50571
H -6.21601 2.71681 4.82149
H -4.11567 1.50565 5.40895
H -2.33285 1.24724 3.80675
F 4.68259 3.44335 -0.28422
C 3.54085 2.83872 0.15113
C 3.24195 1.57254 -0.30442
C 2.07851 0.96221 0.16263
C 1.24359 1.59872 1.07192
C 1.56541 2.88939 1.47685
C 2.72231 3.51894 1.02505
H 3.89578 1.08287 -1.01526
H 1.81155 -0.00961 -0.23186
H 0.91584 3.40775 2.17195
H 2.99074 4.51817 1.34820
C 6.31133 2.73855 3.77335
C 4.85561 2.43284 4.02329
C 4.36488 1.14298 3.85794
C 3.02690 0.84876 4.08976
C 2.16475 1.85767 4.48874
C 2.63948 3.15105 4.67280
C 3.97659 3.43019 4.44217
S 0.43374 1.53095 4.71507
O -0.25282 2.43597 3.77978
O 0.17573 1.80645 6.10951
O 0.23912 0.14004 4.30099
H 6.68837 2.17821 2.91533
H 6.92426 2.47041 4.63929
H 6.46161 3.80147 3.57582
H 5.03677 0.35784 3.52349
H 2.62994 -0.14875 3.94377
H 1.94853 3.93023 4.97309
H 4.34363 4.44521 4.56114

| no. | E (hartree) |
| --- | --- |
| 1 | -3522.38243 |
| 2 | -4397.25119 |